No. 1
Computed, not measured: a molecular structure, C23H42Cl3CrN4O3Si, with wB97M-V/def2-TZVPD.

The geometry in XYZ format:
```
77
Properties=species:S:1:pos:R:3
C 1.228 4.077 -1.071
C -0.193 3.680 -0.837
H 1.382 4.395 -2.107
H 1.881 3.220 -0.860
H 1.532 4.903 -0.415
C -1.251 4.263 -1.439
C -1.116 5.398 -2.390
H -2.264 3.934 -1.205
H -0.357 5.196 -3.160
H -0.847 6.348 -1.905
H -2.073 5.542 -2.907
Cr 0.295 -0.704 0.399
Cl 0.315 0.174 2.519
Cl 3.961 -2.995 -0.352
H 0.614 -5.959 1.966
H 2.156 -5.230 3.759
C 0.899 -5.138 1.297
C 2.609 -4.562 3.024
N 1.589 -4.126 2.076
H 0.010 -4.708 0.837
C 1.430 -2.854 1.778
O 0.626 -2.533 0.844
H 3.007 -3.677 3.533
H 1.981 -2.092 2.351
H 1.569 -5.551 0.524
H 3.410 -5.099 2.501
H 0.537 1.243 -3.050
H -2.479 1.570 -3.169
C 0.111 0.500 -3.738
C -2.367 0.563 -3.603
N -1.119 -0.061 -3.180
H 0.841 -0.297 -3.914
C -1.097 -0.900 -2.138
O -0.054 -1.289 -1.541
H -3.215 -0.052 -3.282
H -2.090 -1.252 -1.811
H -0.157 0.986 -4.682
H -2.363 0.663 -4.695
O 0.039 1.457 -0.798
C -0.374 2.446 0.041
C -2.824 1.716 -0.054
C -1.774 2.279 0.657
H -2.621 1.304 -1.048
C -4.118 1.722 0.484
H 0.319 2.570 0.891
C -2.003 2.769 1.942
H -4.941 1.297 -0.100
C -4.356 2.267 1.750
C -3.285 2.780 2.491
H -1.148 3.149 2.504
H -5.369 2.281 2.168
H -3.450 3.196 3.491
Si 3.846 -0.963 -0.977
Cl 2.194 0.273 0.115
C 2.851 -1.451 -2.537
C 4.856 -0.488 0.650
C 5.236 -0.120 -2.001
H 1.834 -1.775 -2.275
H 3.358 -2.287 -3.050
H 2.806 -0.609 -3.244
H 4.916 0.128 -3.019
H 6.105 -0.783 -2.077
H 5.581 0.815 -1.536
H 4.288 -0.718 1.558
H 5.106 0.576 0.669
H 5.799 -1.041 0.715
C -4.108 -2.237 2.643
N -2.762 -1.670 2.746
C -2.051 -1.752 4.036
C -2.183 -1.297 1.664
N -1.733 -0.969 0.617
H -4.456 -2.450 3.655
H -4.087 -3.164 2.048
H -4.765 -1.508 2.147
H -1.353 -2.606 4.058
H -1.502 -0.818 4.214
H -2.814 -1.892 4.803
```

* HOMO energy (alpha / beta): -2.25 / -3.85 eV
* net charge: -1
* 2S+1: 5
* E_tot: -4060.96534 Eh
* maximum force: 0.0891 Eh/bohr

=====

No. 2
Computed, not measured: a molecular structure, C28H26F6N6O3SbW, with wB97M-V/def2-TZVPD.

The geometry in XYZ format:
```
71
Properties=species:S:1:pos:R:3
W 1.973 -1.202 0.178
O -1.989 -2.850 -0.032
C -0.848 -2.607 -0.275
N -0.022 -1.869 0.669
C -0.396 -1.795 1.928
C -1.321 -2.604 2.633
C -1.541 -2.299 3.937
C -0.914 -1.169 4.619
C -0.058 -0.338 3.996
C 0.237 -0.612 2.618
N 0.979 0.057 1.794
C 1.559 1.323 2.203
O 0.964 2.067 2.917
C 2.865 1.546 1.576
C 3.634 2.620 1.960
C 4.856 2.825 1.324
C 5.215 1.952 0.316
C 4.377 0.895 -0.021
N 3.210 0.674 0.601
C -0.146 -2.892 -1.528
C -0.692 -3.754 -2.452
C 0.027 -4.015 -3.616
C 1.243 -3.382 -3.782
C 1.719 -2.517 -2.800
N 1.031 -2.259 -1.685
H -1.784 -3.459 2.169
H -2.194 -2.934 4.524
H -1.138 -1.030 5.670
H 0.423 0.480 4.509
H 3.269 3.272 2.743
H 5.501 3.647 1.609
H 6.147 2.059 -0.222
H 4.678 0.209 -0.795
H -1.651 -4.212 -2.247
H -0.352 -4.703 -4.361
H 1.854 -3.554 -4.657
H 2.684 -2.057 -2.929
C -4.393 -0.183 -0.331
C -4.072 0.950 -1.287
N -3.693 2.188 -0.562
C -4.818 3.047 -0.086
C -4.410 3.962 1.033
C -2.472 2.613 -0.481
O -2.097 3.700 0.081
C -1.261 1.948 -1.094
C -0.784 2.468 -2.295
C 0.358 1.902 -2.823
C 1.009 0.907 -2.119
N 0.595 0.436 -0.923
C -0.558 0.949 -0.441
H -4.678 -1.068 -0.898
H -5.221 0.065 0.331
H -3.525 -0.437 0.283
H -4.937 1.216 -1.896
H -3.266 0.694 -1.973
H -5.608 2.364 0.228
H -5.169 3.603 -0.957
H -4.189 3.457 1.970
H -5.122 4.777 1.180
H -3.467 4.522 0.730
H -1.295 3.280 -2.799
H 0.772 2.236 -3.765
H 1.912 0.491 -2.530
H -0.926 0.570 0.499
F 2.597 -1.561 1.922
Sb 5.425 -3.346 -0.271
F 2.148 -3.061 0.239
F 6.442 -2.041 -1.140
F 4.266 -3.632 -1.731
F 2.869 -0.737 -1.374
F 4.169 -1.794 0.191
```

* HOMO energy: -20.74 eV
* net charge: +4
* 2S+1: 2
* E_tot: -2542.04903 Eh
* ΔE to the lowest compared entry with this formula, charge and spin: 0.00 kcal/mol
* maximum force: 0.0074 Eh/bohr

=====

No. 3
Computed, not measured: 10 unconnected molecules or ions with the total composition C30H80O10, with wB97M-V/def2-TZVPD.

The geometry in XYZ format:
```
120
Properties=species:S:1:pos:R:3
C 2.653 3.283 -3.139
C 3.388 2.928 -4.465
C 3.388 4.111 -5.511
O 4.674 2.585 -4.144
H 3.243 3.833 -2.407
H 2.320 2.335 -2.716
H 1.738 3.828 -3.371
H 2.895 2.026 -4.826
H 3.937 3.856 -6.418
H 3.885 4.965 -5.050
H 2.353 4.381 -5.720
H 5.272 2.814 -4.859
C -2.404 2.314 -2.341
C -3.150 1.013 -2.683
C -4.537 0.872 -1.978
O -3.410 1.120 -4.049
H -3.064 3.136 -2.619
H -1.507 2.519 -2.925
H -2.078 2.417 -1.306
H -2.586 0.096 -2.513
H -5.164 1.734 -2.206
H -4.446 0.797 -0.895
H -5.088 0.035 -2.408
H -2.574 1.070 -4.517
C 1.501 0.106 0.157
C 0.333 -0.122 1.120
C -1.007 0.086 0.475
O 0.328 -1.513 1.368
H 2.408 -0.337 0.569
H 1.756 1.150 -0.028
H 1.302 -0.410 -0.782
H 0.432 0.414 2.064
H -1.167 1.161 0.395
H -1.829 -0.227 1.118
H -1.108 -0.395 -0.498
H -0.063 -1.986 0.630
C -2.871 -2.837 -0.753
C -1.619 -3.729 -0.899
C -1.607 -4.612 -2.101
O -0.472 -2.904 -0.934
H -3.733 -3.503 -0.718
H -3.082 -2.236 -1.638
H -2.868 -2.206 0.136
H -1.549 -4.408 -0.049
H -1.525 -4.009 -3.006
H -2.538 -5.154 -2.266
H -0.819 -5.356 -1.988
H 0.251 -3.492 -1.163
C -6.783 0.695 1.895
C -5.749 -0.291 2.455
C -4.354 -0.042 1.845
O -5.712 -0.137 3.848
H -6.628 1.704 2.279
H -7.819 0.532 2.191
H -6.766 0.793 0.810
H -5.991 -1.338 2.273
H -4.450 -0.518 0.870
H -3.574 -0.495 2.458
H -4.132 1.001 1.619
H -6.546 -0.434 4.220
C -3.122 0.524 6.870
C -2.444 0.675 5.507
C -2.038 -0.714 4.916
O -3.314 1.279 4.627
H -2.535 -0.037 7.597
H -4.143 0.146 6.823
H -3.260 1.524 7.281
H -1.608 1.361 5.642
H -1.530 -0.664 3.953
H -2.940 -1.282 4.691
H -1.484 -1.317 5.636
H -4.085 0.713 4.547
C 0.744 0.821 -6.475
C -0.219 0.195 -5.470
C 0.192 0.398 -4.023
O -1.401 0.871 -5.685
H 0.924 1.891 -6.378
H 0.362 0.516 -7.450
H 1.729 0.377 -6.330
H -0.253 -0.887 -5.592
H -0.578 -0.162 -3.491
H 0.223 1.439 -3.702
H 1.114 -0.115 -3.748
H -1.568 1.031 -6.617
C 3.811 -2.599 4.494
C 2.582 -2.654 3.600
C 1.284 -2.917 4.411
O 2.440 -1.393 3.075
H 4.634 -2.144 3.943
H 4.076 -3.594 4.852
H 3.565 -1.912 5.303
H 2.658 -3.396 2.805
H 0.403 -3.085 3.791
H 1.118 -2.106 5.120
H 1.535 -3.788 5.017
H 1.617 -1.393 2.581
C 4.147 -0.699 -2.213
C 5.109 -0.986 -3.382
C 5.157 -2.525 -3.587
O 4.548 -0.369 -4.546
H 4.554 -1.036 -1.260
H 3.172 -1.167 -2.354
H 4.029 0.384 -2.198
H 6.124 -0.622 -3.222
H 5.924 -2.732 -4.333
H 4.224 -2.973 -3.930
H 5.486 -3.037 -2.682
H 4.555 0.575 -4.369
C 2.368 1.296 5.296
C 2.485 1.975 3.921
C 3.134 3.337 3.859
O 3.237 1.218 3.029
H 2.020 0.264 5.257
H 1.716 1.819 5.996
H 3.353 1.335 5.762
H 1.499 2.084 3.468
H 2.587 4.036 4.490
H 3.188 3.667 2.821
H 4.194 3.256 4.101
H 3.016 0.284 3.049
```

* HOMO energy (alpha / beta): -10.86 / -10.86 eV
* net charge: +1
* 2S+1: 2
* E_tot: -1943.01143 Eh
* ΔE to the lowest compared entry with this formula, charge and spin: 0.00 kcal/mol
* maximum force: 0.0665 Eh/bohr

=====

No. 4
Computed, not measured: a molecular structure, ClNO3Pt2, with wB97M-V/def2-TZVPD.

The geometry in XYZ format:
```
7
Properties=species:S:1:pos:R:3
Pt 3.974 0.558 -1.050
Pt -0.396 2.317 0.691
N -1.326 -0.901 0.061
O -2.021 -1.573 0.785
O -0.736 -1.549 -0.813
O -1.221 0.341 0.233
Cl 1.726 0.806 0.092
```

* HOMO energy (alpha / beta): -12.89 / -14.37 eV
* net charge: +1
* 2S+1: 6
* E_tot: -978.55358 Eh
* maximum force: 0.0545 Eh/bohr

=====

No. 5
Computed, not measured: 2 unconnected molecules or ions with the total composition C5H12ClOP, with wB97M-V/def2-TZVPD.

The geometry in XYZ format:
```
20
Properties=species:S:1:pos:R:3
C 3.677 -0.884 0.791
C 3.761 0.485 0.210
C 2.736 1.262 -0.101
Cl 1.076 0.800 0.108
H 4.277 -1.579 0.202
H 4.076 -0.882 1.807
H 2.649 -1.231 0.817
H 4.757 0.872 0.037
H 2.845 2.249 -0.524
C -2.506 1.017 -1.243
P -2.360 0.299 0.457
C -2.340 -1.487 -0.047
O -3.968 0.412 0.860
H -1.579 0.839 -1.786
H -3.345 0.560 -1.767
H -2.665 2.091 -1.174
H -1.463 -1.680 -0.660
H -2.280 -2.115 0.842
H -3.249 -1.721 -0.598
H -4.100 0.693 1.769
```

* SMILES: C/C=C\Cl.CP(C)O
* HOMO energy: -8.61 eV
* net charge: 0
* 2S+1: 1
* E_tot: -1074.48695 Eh
* ΔE to the lowest compared entry with this formula, charge and spin: 20.42 kcal/mol
* maximum force: 0.0129 Eh/bohr

=====

The highest maximum force belongs to which entry? C23H42Cl3CrN4O3Si